{"formula": "C4H2FFeLiO4", "method": "wB97M-V/def2-TZVPD", "species": ["O", "C", "O", "O", "C", "C", "O", "C", "Fe", "H", "H", "F", "Li"], "positions_angstrom": [[0.618, 0.705, 0.278], [-1.502, 2.466, 0.207], [-1.862, 2.203, -0.887], [1.694, -1.167, 0.211], [1.682, 0.050, 0.613], [0.472, -1.481, -0.574], [-1.736, 1.962, 1.267], [-0.575, -0.506, -0.099], [3.381, 0.892, 1.354], [0.225, -2.524, -0.357], [0.784, -1.384, -1.619], [-1.045, -1.060, 1.113], [-2.136, -0.157, -1.508]], "forces_ev_per_angstrom": [[-1.26, -1.22, 0.88], [-5.05, -5.78, 2.22], [2.04, 2.05, -2.43], [-0.38, -0.22, 0.27], [-1.88, 0.13, -1.79], [0.79, -0.99, -1.39], [2.80, 3.44, 0.25], [3.22, -1.68, 5.93], [0.86, 0.36, 0.56], [-0.14, 0.15, 0.11], [-0.20, 0.10, 0.08], [0.60, 2.88, -3.73], [-1.39, 0.76, -0.97]], "orbital_gap_ev": [7.87, 5.75], "fmax_ev_per_a": 7.99, "spin_multiplicity": 6, "de_lowest_kcal_mol": 28.5, "total_energy_ev": -49639.584, "s_squared": 8.76, "charge": 3, "lumo_ev": [-14.711, -16.799]}

---

{"formula": "C4H2Li2O2", "method": "wB97M-V/def2-TZVPD", "species": ["C", "C", "O", "Li", "H", "C", "C", "O", "Li", "H"], "positions_angstrom": [[1.470, 0.690, -0.406], [0.252, 0.574, -0.895], [2.114, -0.075, 0.449], [3.092, 0.706, 0.024], [-0.298, 1.186, -1.602], [-0.934, -0.647, 0.018], [-2.206, -0.560, 0.266], [-3.354, -0.563, 0.563], [0.302, 0.311, 1.509], [-0.439, -1.621, 0.075]], "forces_ev_per_angstrom": [[-1.33, 0.47, -2.04], [-2.02, -0.67, 1.58], [-8.45, -6.67, 5.23], [9.51, 6.31, -3.17], [0.12, -0.24, 0.38], [1.85, 1.03, -1.04], [-1.45, -0.73, 0.68], [1.67, 0.47, -0.65], [0.52, -0.20, -0.92], [-0.41, 0.23, -0.04]], "orbital_gap_ev": 6.61, "fmax_ev_per_a": 11.97, "spin_multiplicity": 1, "de_lowest_kcal_mol": 94.8, "total_energy_ev": -8680.664, "lumo_ev": -0.416}

---

{"formula": "C4H2LiO2V", "method": "wB97M-V/def2-TZVPD", "species": ["C", "C", "O", "Li", "H", "C", "C", "O", "V", "H"], "positions_angstrom": [[-1.569, 0.431, 0.387], [-0.382, 0.393, 0.908], [-2.643, 0.606, -0.079], [-4.159, 0.120, -1.075], [-0.261, 0.642, 1.970], [0.840, -1.813, 0.472], [1.808, -1.333, -0.228], [2.081, -0.112, -0.590], [1.088, 1.357, -0.220], [0.327, -2.713, 0.776]], "forces_ev_per_angstrom": [[2.93, 0.77, 2.09], [-2.46, 1.09, -0.31], [-1.82, -0.65, -1.41], [0.41, 0.12, 0.34], [-0.01, -0.63, -0.24], [3.14, -1.35, -2.08], [-4.31, 0.10, 2.83], [1.59, 0.47, -1.15], [0.48, -0.28, -0.18], [0.05, 0.36, 0.12]], "orbital_gap_ev": [6.58, 6.74], "fmax_ev_per_a": 5.16, "spin_multiplicity": 4, "total_energy_ev": -34155.872, "s_squared": 3.77, "charge": 1, "lumo_ev": [-4.461, -4.487]}

---

{"formula": "C4H2N2O", "method": "wB97M-V/def2-TZVPD", "species": ["N", "C", "C", "C", "O", "C", "N", "H", "H"], "positions_angstrom": [[-2.824, -0.113, 0.058], [-1.699, 0.009, -0.065], [-0.350, 0.121, -0.008], [0.483, 1.184, -0.028], [1.755, 0.544, -0.033], [1.597, -0.803, 0.014], [0.376, -1.066, -0.037], [0.411, 2.184, 0.296], [2.501, -1.343, 0.338]], "forces_ev_per_angstrom": [[-1.34, -0.08, -0.21], [-2.27, 0.22, 0.55], [3.08, -0.39, -1.03], [2.06, -3.54, 0.52], [0.57, 2.49, 0.60], [0.71, 2.74, 0.53], [-2.24, -2.35, 0.35], [0.16, 0.97, -0.39], [-0.73, -0.06, -0.90]], "orbital_gap_ev": 10.59, "fmax_ev_per_a": 4.13, "spin_multiplicity": 1, "de_lowest_kcal_mol": 14.0, "total_energy_ev": -9206.132, "lumo_ev": 0.248}